Molecular formula: C23H28BF13N3O8P
Method: DFT, wB97M-V/def2-TZVPD

```
! wB97M-V def2-TZVPD RIJCOSX def2/J DEFGRID3
* xyz 0 1
H 0.252 -0.692 0.609
F -3.294 0.979 1.190
C -5.095 3.761 1.092
H 6.036 0.540 -0.491
C 3.879 -2.947 3.112
O -4.694 -5.279 -1.073
H -0.164 0.819 1.387
C 2.162 3.946 1.736
H -6.556 -5.634 -5.713
N 1.576 2.837 1.355
C -3.955 -2.583 -1.851
H 6.718 3.186 -1.468
H 5.054 2.603 -1.359
F -5.223 1.428 -1.710
H -4.075 -2.446 -0.780
C -2.343 0.437 -0.964
O 7.898 1.340 -0.778
H -6.538 -6.122 -0.579
O -3.548 -5.237 -3.182
F -1.359 2.451 0.015
C 6.573 1.449 -0.198
C 3.524 4.063 2.187
H 2.796 -2.736 3.126
O 5.941 0.728 2.137
F -4.397 -0.335 -0.102
H 2.328 -1.585 0.740
H 0.967 1.670 -1.058
F -1.925 -0.792 -0.608
H -4.798 -5.814 -5.568
C 2.450 1.783 1.399
H 0.426 4.916 1.905
C 4.628 0.706 1.771
C 1.953 0.502 1.012
H 1.779 5.811 2.326
F -5.243 4.841 0.326
C -5.876 -5.318 -0.253
H -6.407 -4.364 -0.293
C 4.111 -0.510 1.389
H 3.900 5.037 2.511
H 4.353 -2.169 3.730
H 6.829 -2.322 1.759
H 4.020 -3.909 3.620
C -5.555 2.460 0.365
C 3.790 1.866 1.796
F -2.759 0.329 -2.250
F -1.235 2.167 -2.144
F -6.634 2.826 -0.372
H 7.804 1.301 1.551
C -5.734 -5.775 -5.013
F -5.987 1.513 1.204
H 8.090 0.394 -0.758
C 2.732 -0.610 1.014
P -4.909 -4.870 -2.689
C -1.197 1.508 -0.948
H 0.340 0.104 -1.546
H 6.690 2.632 1.690
F -3.802 2.965 -1.150
N 1.397 5.117 1.696
H 5.794 3.520 -0.025
C -3.596 0.779 -0.104
C 0.208 0.915 -0.819
B 5.018 -1.798 1.397
O -5.079 -3.296 -2.363
C 6.767 1.597 1.338
N 4.336 3.051 2.226
C -4.499 1.908 -0.686
H -5.568 -5.508 0.773
C 0.485 0.383 0.618
H -3.926 -1.613 -2.331
C 5.976 2.749 -0.784
O -5.715 -4.653 -4.121
H -5.884 -6.710 -4.476
F -5.925 3.940 2.140
O 6.356 -1.831 1.074
H -3.016 -3.103 -2.043
F -3.843 3.704 1.541
O 4.418 -3.002 1.793
*
```

Calculated values
* E_LUMO: -0.031 hartree

Löwdin population analysis, charges in e, atoms 1 to 4: number 1, H, carries 0.1085; number 2, F, carries 0.1629; number 3, C, carries -0.5330; number 4, H, carries 0.1417

=====

Molecular formula: C23H28BIrN8O6S2
Method: DFT, wB97M-V/def2-TZVPD

```
! wB97M-V def2-TZVPD RIJCOSX def2/J DEFGRID3
* xyz 0 1
H -3.243 0.238 -4.283
H -4.191 2.994 -1.876
O 2.757 -0.121 -2.677
H -1.373 -4.151 7.871
C -3.255 3.116 -2.435
N 1.672 -0.997 0.525
S 2.774 -0.061 2.650
N -2.210 0.550 -2.512
C 2.486 0.050 -6.212
H 4.849 -0.546 1.408
C 1.332 -0.542 1.738
C 0.623 -0.895 5.593
C 3.777 -0.590 1.341
H -1.749 -0.341 -2.572
H 1.723 -0.178 -6.944
C 3.031 -1.026 0.314
C -0.009 1.953 0.012
O 1.144 -0.562 -4.211
H -0.898 4.315 -1.118
C 0.580 -1.823 6.614
C -3.309 2.323 -3.728
C -1.019 2.954 0.544
H -0.536 3.667 1.210
H 1.443 -1.974 7.250
S -0.422 0.418 3.430
H -4.199 2.595 -4.294
H 1.505 -0.295 5.418
N -0.644 1.017 -0.907
H 5.687 1.163 -5.975
H 3.395 -1.379 -0.637
H -2.605 -2.924 6.216
H 0.233 -3.775 8.281
C 3.249 0.159 -3.918
H -4.274 0.595 -2.890
C -0.490 -0.711 4.786
C -1.700 -2.359 6.029
C -0.579 -2.575 6.841
C 3.743 0.514 -6.587
O -1.767 0.808 3.099
Ir 0.262 -1.034 -1.127
N -0.639 -3.465 7.891
C 4.492 0.631 -4.283
O 0.535 1.459 3.714
H -2.508 -1.244 4.372
N -1.507 -1.828 0.412
H -2.429 2.549 -4.332
H -2.481 4.283 -0.318
O -0.027 -3.205 -1.276
H -1.142 -1.309 1.219
N 0.089 -0.500 2.174
C 2.262 -0.119 -4.862
H -1.777 2.416 1.117
C -0.410 -3.868 -0.240
O -0.085 -4.990 0.096
H -2.469 -1.573 0.228
B 1.443 -0.581 -2.849
N -1.383 -3.214 0.566
C -3.327 0.845 -3.383
C 4.722 0.803 -5.644
C -1.652 -1.435 5.006
H -1.392 -3.564 1.512
H 3.962 0.650 -7.637
C -1.643 1.432 -1.645
H 0.813 2.468 -0.501
H 0.411 1.398 0.843
H 5.248 0.851 -3.542
C -1.641 3.666 -0.641
N -2.131 2.694 -1.613
H -3.128 4.179 -2.649
*
```

Calculated values
* ΔE to the lowest compared entry with this formula, charge and spin: 60.0 kcal per mole
* E_LUMO (spin up / spin down): -0.055 / -0.055 hartree

Löwdin population analysis, charges in e, atoms 1 to 4: number 1, H, carries 0.1264; number 2, H, carries 0.1329; number 3, O, carries 0.0996; number 4, H, carries 0.0920

=====

Molecular formula: C23H28BrF2N5O2Pt
Method: DFT, wB97M-V/def2-TZVPD

```
! wB97M-V def2-TZVPD RIJCOSX def2/J DEFGRID3
* xyz 2 1
C 1.665 -2.411 -1.435
C -4.300 2.040 2.050
H -0.890 -0.398 3.410
C -5.615 2.525 2.570
C 4.387 0.143 3.518
Pt 0.041 0.542 0.514
C -3.097 2.516 2.568
N 4.101 1.251 -1.213
H -3.087 3.263 3.349
H -0.952 2.416 2.450
H 1.133 -0.937 -3.626
H 3.084 1.186 -1.205
H 6.040 0.583 2.277
H 0.471 -3.005 0.139
H -6.440 2.195 1.944
C 2.998 -0.011 3.620
H 0.498 -1.339 4.012
H 0.332 0.391 4.439
O 0.858 -0.006 2.464
H -2.894 -0.080 -0.192
C 7.392 1.901 -2.392
C 0.163 -0.360 3.667
H 5.795 2.725 -5.273
C 4.980 1.647 -2.215
N 0.541 -2.246 -0.526
H -5.105 0.678 0.585
C 4.781 0.964 -0.099
C 5.903 2.390 -4.251
H 6.825 1.003 0.319
H 2.205 -1.459 -1.521
O 2.023 0.465 0.150
C 4.181 0.573 1.157
H 0.597 -3.735 -2.797
H -0.354 -2.176 -0.992
C 4.969 0.440 2.314
N 6.086 1.144 -0.349
H 2.376 -3.131 -1.032
H -5.629 3.613 2.627
C -0.431 0.899 -1.364
C -4.212 1.089 1.034
C -1.898 2.047 2.076
H 2.135 -3.130 -3.439
C 2.791 0.388 1.216
H 3.783 2.140 -3.948
H -0.292 -1.444 -3.028
C 1.269 -2.879 -2.828
H -5.778 2.145 3.580
Br 5.441 -0.042 5.066
H 2.557 -0.231 4.581
C 2.231 0.128 2.494
F -1.210 -0.141 -1.943
N -1.830 1.128 1.100
H 8.384 1.847 -1.965
H -0.971 1.817 -1.594
N 0.537 -1.765 -3.547
C -2.980 0.659 0.592
C 7.187 2.309 -3.695
C 4.775 2.062 -3.524
C 6.257 1.573 -1.663
H 0.244 -2.046 -4.483
F 0.707 0.892 -2.185
H 8.040 2.579 -4.303
*
```

Calculated values
* ΔE to the lowest compared entry with this formula, charge and spin: 10.4 kcal per mole
* E_LUMO: -0.186 hartree

Löwdin population analysis, charges in e, atoms 1 to 4: number 1, C, carries -0.2493; number 2, C, carries -0.2310; number 3, H, carries 0.0906; number 4, C, carries -0.0188

=====

Molecular formula: C23H28ClN5O3S
Method: DFT, wB97M-V/def2-TZVPD

```
! wB97M-V def2-TZVPD RIJCOSX def2/J DEFGRID3
* xyz 0 1
H -2.519 1.212 -1.295
H -5.557 0.939 5.074
H -4.002 -3.144 -0.085
H -0.783 -4.538 0.361
H -1.325 2.511 -1.045
C -2.092 -1.454 -0.007
H -3.043 -4.627 0.212
C 0.715 0.777 -0.936
C -5.763 -0.395 7.434
N 0.348 -2.924 -0.129
H 6.192 0.676 -3.233
C 5.176 1.030 -3.054
O 0.692 3.049 -1.616
H 5.041 1.047 -1.969
H -4.977 -0.508 8.180
C -4.824 -0.570 3.763
H 7.143 1.115 -5.129
C -1.695 1.561 -0.675
C 3.845 3.076 -3.290
C 7.014 2.193 -5.108
H 3.158 0.347 -3.519
H 2.824 4.049 -1.670
O -3.181 -0.915 0.118
H -6.625 -0.966 7.778
C 0.305 -1.604 -0.389
H -6.038 0.654 7.366
S 1.690 -0.680 -0.809
C -3.530 -3.533 2.000
H -4.040 -1.611 1.637
N 5.113 2.404 -3.523
H 4.918 2.049 -5.618
H -4.155 -3.765 4.652
C -4.425 -1.898 3.630
H 5.459 3.656 -5.115
C -3.185 -3.583 0.494
C -0.848 -0.824 -0.352
C -4.461 -2.736 4.738
N -4.013 -2.327 2.365
C 1.342 2.059 -1.330
C -5.251 -0.093 4.986
C 3.462 3.173 -1.805
N 2.694 2.047 -1.331
H 7.361 2.591 -6.058
H 4.358 -0.053 -4.749
C 5.556 2.589 -4.897
C 4.187 0.038 -3.679
H 3.181 1.187 -1.136
C -0.610 0.546 -0.667
H 3.006 2.620 -3.840
H 3.962 4.097 -3.665
H 7.626 2.607 -4.311
C -0.779 -3.478 0.150
C -4.894 -2.233 5.952
C -5.298 -0.909 6.109
H 4.363 3.282 -1.200
H -4.796 0.084 2.903
H -2.082 1.685 0.336
H 4.323 -0.941 -3.227
N -1.973 -2.842 0.200
Cl -4.930 -3.299 7.312
O -3.358 -4.495 2.713
*
```

Calculated values
* ΔE to the lowest compared entry with this formula, charge and spin: 0.4 kcal per mole
* E_LUMO: -0.008 hartree

Löwdin population analysis, charges in e, atoms 1 to 4: number 1, H, carries 0.0914; number 2, H, carries 0.1125; number 3, H, carries 0.1380; number 4, H, carries 0.1444